DFT (ωB97M-V with the def2-TZVPD basis set) results for a 2-piece molecular cluster, C4H10NO2 overall.

Calculated values
DFT total energy in eV: -9888.8439
Strongest force on any atom in eV/Å: 2.3
Total charge: -1
Multiplicity: 1

Each line ends with the Löwdin charge.
Atoms and positions in Å:
C: 0.292105 -1.346744 -1.311330  -0.382
O: -0.809522 -0.982094 -1.986632  -0.272
C: 0.515258 -0.588656 0.141132  -0.389
C: 0.412316 0.908288 0.168347  -0.206
C: -0.815007 1.412081 -0.578065  -0.091
O: 0.593338 0.853995 2.982229  -0.410
N: -0.288733 -1.210805 1.205522  0.023
H: 0.174783 -2.369759 -0.961382  0.084
H: 1.262215 -1.145213 -1.813846  0.087
H: 1.536799 -0.924951 0.365660  0.120
H: 0.494888 1.083769 1.292310  0.050
H: -0.659380 1.052492 -1.617611  0.077
H: -1.067274 2.476576 -0.510094  0.066
H: -1.702260 0.931450 -0.167485  0.065
H: 1.268295 1.359853 -0.288132  0.101
H: 0.000224 -0.683744 2.085105  0.024
H: -1.208046 -0.826538 0.994269  0.055

Forces on atoms 1 to 6 (eV/Å):
C -1.8722 1.1841 -0.5329
O 1.0163 -0.0760 0.1975
C 0.7952 -1.2853 1.4832
C -0.4160 -0.5917 -1.6027
C -0.3262 -0.0591 0.9508
O -0.1905 0.1194 -1.4526